Record 1
C4H11N2O2 | ωB97M-V with the def2-TZVPD basis set

Summary:
- LUMO: -3.92 eV
- E: -418.738739 Eh
- Energy relative to the best compared isomer or geometry (same formula, charge and spin): 160.36 kJ/mol
- Structure (SMILES): N[C@H](CC[NH3+])C(=O)O

The geometry in ORCA input format:
```
! wB97M-V def2-TZVPD RIJCOSX def2/J DEFGRID3
* xyz 1 1
O 2.209 0.987 1.351
C 1.480 1.099 0.406
O 1.949 1.538 -0.785
C -0.013 0.872 0.335
C -0.500 -0.492 0.879
C -1.124 -1.357 -0.204
N -0.139 -1.600 -1.347
N -0.845 1.873 1.022
H 2.902 1.364 -0.844
H -0.257 0.888 -0.748
H -1.125 -0.304 1.751
H 0.395 -1.107 1.104
H -1.422 -2.312 0.250
H -2.104 -0.963 -0.589
H -0.432 -1.599 -2.327
H 0.728 -1.070 -1.256
H 0.082 -2.603 -1.276
H -1.312 2.519 0.410
H -0.472 2.268 1.869
*
```

These are the Löwdin partial charges, in e, on atoms 1 to 6: number 1, O, carries 0.151; number 2, C, carries -0.498; number 3, O, carries 0.103; number 4, C, carries -0.308; number 5, C, carries -0.127; number 6, C, carries -0.138

---

Record 2
C21H65NO12 | ωB97M-V with the def2-TZVPD basis set

Summary:
- LUMO: 0.37 eV
- E: -1796.571638 Eh
- Structure (SMILES): COCCNCCOC.CCO.CCO.CCO.CCO.CCO.CO.CO.CO.CO.CO

The geometry in ORCA input format:
```
! wB97M-V def2-TZVPD RIJCOSX def2/J DEFGRID3
* xyz 0 1
C -7.475 3.259 -29.454
O -8.861 3.312 -29.334
C -9.487 2.141 -29.810
C -10.991 2.278 -29.871
N -11.664 1.927 -28.628
C -11.348 2.714 -27.436
C -11.339 4.219 -27.618
O -11.374 4.906 -26.378
C -10.140 4.796 -25.693
H -7.059 2.276 -29.211
H -7.014 3.994 -28.791
H -7.144 3.532 -30.470
H -9.235 1.257 -29.210
H -9.139 1.932 -30.835
H -11.314 1.538 -30.614
H -11.316 3.232 -30.307
H -12.670 1.902 -28.756
H -10.384 2.365 -27.039
H -12.046 2.471 -26.630
H -12.250 4.512 -28.149
H -10.476 4.525 -28.213
H -10.011 3.805 -25.238
H -10.139 5.502 -24.866
H -9.301 4.957 -26.378
C -7.969 1.646 -24.912
O -7.414 2.241 -23.760
H -7.217 1.078 -25.476
H -8.821 0.990 -24.701
H -8.307 2.438 -25.580
H -7.158 1.520 -23.168
C -9.112 0.603 -21.506
O -7.701 0.477 -21.615
H -9.482 0.235 -20.548
H -9.364 1.661 -21.572
H -9.647 0.129 -22.335
H -7.450 -0.446 -21.525
C -11.388 -5.335 -23.855
O -11.076 -3.950 -23.734
H -12.207 -5.615 -23.187
H -11.622 -5.559 -24.894
H -10.516 -5.917 -23.560
H -11.791 -3.437 -24.126
C -16.375 -3.963 -23.961
O -16.751 -4.906 -24.978
H -15.404 -4.259 -23.569
H -16.288 -2.960 -24.383
H -17.081 -3.964 -23.130
H -17.706 -5.000 -24.973
C -13.449 -1.545 -21.491
O -12.486 -0.546 -21.758
H -13.849 -1.339 -20.499
H -14.284 -1.500 -22.201
H -12.990 -2.536 -21.476
H -11.916 -0.792 -22.497
C -17.320 0.167 -24.724
C -16.060 0.985 -24.529
O -15.737 1.716 -25.705
H -17.231 -0.567 -25.527
H -18.175 0.813 -24.933
H -17.545 -0.402 -23.818
H -15.235 0.300 -24.310
H -16.176 1.624 -23.652
H -15.744 2.654 -25.499
C -10.064 -2.772 -28.440
C -10.782 -1.468 -28.806
O -10.576 -0.522 -27.779
H -9.914 -3.379 -29.334
H -10.591 -3.330 -27.670
H -9.064 -2.538 -28.061
H -11.850 -1.730 -28.888
H -10.432 -1.091 -29.773
H -11.039 0.302 -28.065
C -13.282 -1.643 -25.199
C -12.510 -0.344 -25.026
O -11.192 -0.652 -24.580
H -13.348 -2.226 -24.280
H -12.868 -2.210 -26.028
H -14.312 -1.388 -25.484
H -12.956 0.278 -24.251
H -12.490 0.164 -25.992
H -10.602 -0.750 -25.337
C -15.646 -1.020 -28.878
C -15.276 0.432 -29.120
O -14.410 0.898 -28.101
H -16.300 -1.462 -29.633
H -16.151 -1.071 -27.911
H -14.736 -1.617 -28.897
H -16.169 1.059 -29.230
H -14.728 0.526 -30.061
H -14.907 1.027 -27.279
C -13.829 -4.111 -27.993
C -13.674 -5.288 -27.061
O -13.877 -4.879 -25.711
H -12.973 -3.437 -27.932
H -14.749 -3.533 -27.935
H -13.809 -4.450 -29.043
H -12.622 -5.587 -27.125
H -14.254 -6.167 -27.347
H -14.818 -5.002 -25.538
*
```

These are the Löwdin partial charges, in e, on atoms 1 to 6: number 1, C, carries -0.120; number 2, O, carries -0.198; number 3, C, carries -0.222; number 4, C, carries -0.188; number 5, N, carries -0.073; number 6, C, carries -0.187

---

Record 3
C20H25N10O5S2Ti | ωB97M-V with the def2-TZVPD basis set

Summary:
- LUMO (alpha / beta): -5.98 / -6.38 eV
- E: -3346.087679 Eh
- Energy relative to the best compared isomer or geometry (same formula, charge and spin): 178.57 kJ/mol

The geometry in ORCA input format:
```
! wB97M-V def2-TZVPD RIJCOSX def2/J DEFGRID3
* xyz 2 2
Ti -0.455 -1.061 0.237
N -1.021 -0.769 3.698
N -0.514 -2.028 3.965
C 0.454 -2.587 3.239
N 0.920 -3.762 3.645
S 1.235 -1.863 1.892
H -0.848 -0.164 4.494
H -2.023 -0.822 3.532
H -0.941 -2.570 4.705
H 0.601 -4.221 4.484
H 1.663 -4.189 3.119
O 1.053 -0.314 -0.556
N 1.806 -1.094 -1.285
N 1.294 -2.235 -1.422
O 0.130 -2.486 -0.860
C 1.951 -3.245 -2.183
C 1.182 -4.208 -2.824
C 1.820 -5.182 -3.571
C 3.207 -5.208 -3.642
C 3.962 -4.251 -2.978
C 3.341 -3.257 -2.244
H 0.104 -4.183 -2.739
H 1.242 -5.928 -4.097
H 3.704 -5.982 -4.211
H 5.042 -4.283 -3.020
H 3.911 -2.515 -1.704
N -1.226 -0.052 -2.890
N -2.581 0.138 -2.609
C -3.095 -0.425 -1.495
N -4.374 -0.249 -1.190
N -2.263 -1.187 -0.780
N -2.484 -1.439 0.520
O -1.632 -2.284 1.024
O -3.308 -0.811 1.234
H -0.831 0.818 -3.225
H -1.102 -0.775 -3.592
H -3.201 0.469 -3.334
H -5.003 0.261 -1.787
H -4.680 -0.499 -0.260
O -0.916 0.640 0.778
S -1.333 2.061 1.208
C -1.057 3.088 -0.242
C -1.867 4.201 -0.412
C -1.614 5.056 -1.474
C -0.572 4.788 -2.349
C 0.218 3.658 -2.174
C -0.014 2.801 -1.110
C 0.046 2.712 2.169
C 1.238 2.018 2.263
C 2.281 2.583 2.983
C 2.128 3.828 3.574
C 0.926 4.513 3.460
C -0.130 3.955 2.761
H -2.677 4.399 0.279
H -2.227 5.936 -1.611
H -0.370 5.469 -3.164
H 1.036 3.457 -2.854
H 0.612 1.936 -0.949
H 1.358 1.058 1.788
H 3.215 2.044 3.071
H 2.946 4.270 4.127
H 0.806 5.488 3.913
H -1.071 4.485 2.676
*
```

These are the Löwdin partial charges, in e, on atoms 1 to 6: number 1, Ti, carries 0.862; number 2, N, carries 0.059; number 3, N, carries -0.056; number 4, C, carries -0.734; number 5, N, carries 0.137; number 6, S, carries 0.796

---

- Which of these has the highest E?
  C4H11N2O2